C26H27Cl2N3O6Pb | ωB97M-V/def2-TZVPD

Max |F| = 0.73 eV Å⁻¹
Energy above the lowest of the compared OMol25 structures with the same formula, charge and spin = 0.058 eV
E = -74446.2272 eV

Last column: Mulliken charge in e.
Atoms and positions in Å:
Pb  -0.067890  0.282236  0.089800  1.354
C  0.470984  -2.893701  2.863993  -1.652
C  1.026872  -2.753132  1.469934  0.604
C  2.083311  -1.883518  1.216289  -0.542
C  2.640523  -1.760915  -0.054198  0.731
C  3.810348  -0.841769  -0.300451  -1.529
C  2.093760  -2.508845  -1.092203  -0.129
C  1.027440  -3.376023  -0.877058  0.482
C  0.467513  -4.188379  -2.016364  -1.715
C  0.504708  -3.488861  0.409781  -0.253
H  -0.574914  -3.202167  2.846937  0.361
H  0.546667  -1.955242  3.416571  0.304
H  1.028002  -3.651047  3.419802  0.410
H  2.483178  -1.283474  2.030916  0.244
H  3.936612  -0.131634  0.518786  0.323
H  3.678213  -0.278777  -1.226188  0.255
H  4.733258  -1.419139  -0.391436  0.433
H  2.503256  -2.406763  -2.094765  0.354
H  -0.496030  -4.629265  -1.757951  0.358
H  1.146118  -5.003842  -2.276593  0.472
H  0.337916  -3.574024  -2.909423  0.312
H  -0.324902  -4.167810  0.590682  0.377
Cl  4.566429  6.520947  -0.066662  -0.235
C  3.551563  5.145047  0.263394  0.143
C  3.102020  4.925559  1.576631  -0.605
C  2.304567  3.855070  1.861567  0.309
Cl  1.761147  3.601557  3.488394  -0.221
C  1.884243  2.916787  0.861406  -0.202
O  1.122525  1.941108  1.179475  -0.225
C  2.377005  3.169421  -0.452007  1.137
C  2.099832  2.313365  -1.568843  -0.409
O  1.469182  1.254299  -1.588234  -0.521
C  3.195839  4.285851  -0.726394  -1.144
H  3.386047  5.610978  2.363956  0.458
H  2.529907  2.660160  -2.523295  0.232
H  3.545112  4.448022  -1.740347  0.404
O  -3.296671  2.057365  -1.811768  -0.668
N  -2.439374  1.542720  -1.126999  1.129
O  -1.243383  2.019123  -1.103582  -0.652
O  -2.668548  0.563052  -0.367267  -0.559
C  -3.559319  0.490882  2.867564  -0.452
C  -3.112827  1.931661  3.170636  -0.653
C  -1.595448  1.931410  2.908384  -0.246
O  -1.248064  0.591379  2.497303  -0.210
C  -2.261542  -0.286567  3.001764  -0.351
H  -3.923369  0.415117  1.848104  0.121
H  -4.329488  0.131123  3.549986  0.436
H  -3.310602  2.190509  4.210786  0.281
H  -3.631948  2.652544  2.541282  0.303
H  -1.031694  2.177617  3.808576  0.223
H  -1.281378  2.608336  2.117070  0.196
H  -2.043930  -0.514650  4.050801  0.327
H  -2.228832  -1.211059  2.422618  0.133
N  -4.563596  -3.979513  -2.920941  -0.509
C  -3.785895  -3.143711  -3.058297  -0.202
C  -2.808924  -2.094676  -3.226669  0.220
C  -2.757310  -1.333554  -4.390254  -0.333
C  -1.791300  -0.352724  -4.496344  -0.840
C  -0.913316  -0.163412  -3.440092  -0.345
N  -0.964603  -0.889069  -2.318638  0.506
C  -1.898829  -1.827382  -2.215373  -0.378
H  -3.468346  -1.514894  -5.185443  0.508
H  -1.722922  0.270026  -5.377510  0.449
H  -0.144148  0.599768  -3.473307  0.261
H  -1.924728  -2.393528  -1.288274  0.630

Cartesian forces, eV/Å:
Pb -0.05 -0.05 0.07
C 0.03 0.01 -0.05
C -0.05 0.03 0.03
C 0.17 -0.01 0.19
C 0.03 0.09 -0.01
C -0.04 -0.02 0.00
C 0.01 0.05 -0.08
C -0.05 -0.02 0.00
C 0.03 0.01 0.03
C -0.04 0.01 -0.01
H 0.02 0.00 -0.01
H -0.01 -0.02 -0.04
H -0.01 0.01 0.01
H -0.01 -0.05 -0.06
H -0.02 -0.03 -0.04
H 0.00 -0.04 0.04
H -0.01 0.02 0.01
H -0.04 0.00 0.07
H 0.02 0.01 -0.01
H -0.01 0.01 0.01
H 0.01 -0.01 0.02
H 0.04 0.03 -0.02
Cl -0.04 -0.05 0.02
C 0.05 0.13 0.18
C 0.06 0.09 -0.05
C -0.06 -0.09 -0.02
Cl 0.02 0.01 -0.06
C -0.05 -0.03 0.01
O 0.01 0.02 -0.04
C -0.01 0.01 0.00
C -0.05 -0.07 0.00
O 0.03 -0.01 -0.06
C -0.01 -0.08 -0.16
H 0.00 -0.02 0.00
H 0.03 0.00 0.00
H -0.02 -0.01 0.05
O 0.34 -0.29 0.02
N -0.29 0.39 0.54
O -0.11 -0.26 -0.08
O 0.03 0.14 -0.28
C 0.12 0.06 0.03
C 0.02 -0.02 0.01
C -0.07 -0.12 0.00
O -0.12 0.03 -0.01
C 0.08 0.08 -0.04
H -0.06 -0.02 -0.11
H 0.02 0.02 -0.03
H -0.02 0.01 -0.01
H 0.01 -0.01 0.01
H 0.05 0.00 0.02
H 0.00 -0.01 -0.03
H 0.02 -0.06 0.03
H 0.01 0.05 -0.01
N 0.14 0.10 -0.02
C 0.02 0.10 0.01
C -0.18 -0.17 -0.05
C -0.06 -0.05 -0.06
C 0.00 0.04 -0.04
C 0.01 -0.13 0.14
N -0.06 0.14 -0.25
C 0.18 0.02 0.16
H 0.02 0.02 0.00
H 0.00 -0.02 0.02
H -0.03 -0.02 0.02
H -0.01 0.05 -0.04